[1]
The following is a quantum chemistry calculation of a single C5H11NO molecule, from the OMol25 dataset.

Results
LUMO energy, eV: 1.03
ΔE to the lowest compared entry with this formula, charge and spin, kcal/mol: 60.9

Last columns: bonded neighbours and bond lengths (Å).
Atoms and positions in Å:
1 O -1.5612 0.2157 -1.1240  C3 1.436, C5 1.342
2 N 0.0195 1.1836 0.1085  C5 1.322, C6 1.455, H15 1.005
3 C -1.9722 0.2574 -2.4992  O1 1.436, H9 1.090, H10 1.097, H16 1.087
4 C 0.5918 -0.9553 1.2929  C6 1.527, C7 1.526, H8 1.096, H12 1.098
5 C -0.6696 1.2126 -1.0190  O1 1.342, N2 1.322
6 C -0.1155 0.3976 1.3255  N2 1.455, C4 1.527, H11 1.093, H18 1.096
7 C 2.0904 -0.8494 1.0258  C4 1.526, H13 1.095, H14 1.098, H17 1.095
8 H 0.1133 -1.5817 0.5315  C4 1.096
9 H -2.9461 0.7425 -2.5599  C3 1.090
10 H -1.2558 0.8533 -3.0784  C3 1.097
11 H -1.1831 0.2635 1.5184  C6 1.093
12 H 0.4175 -1.4390 2.2628  C4 1.098
13 H 2.5672 -1.8345 1.0560  C7 1.095
14 H 2.5837 -0.2179 1.7757  C7 1.098
15 H 0.7127 1.9111 0.0835  N2 1.005
16 H -1.9738 -0.7665 -2.8641  C3 1.087
17 H 2.2823 -0.4150 0.0387  C7 1.095
18 H 0.2987 1.0219 2.1251  C6 1.096

***

[2]
The following is a quantum chemistry calculation of a 3-piece molecular cluster, C5H11NO overall, from the OMol25 dataset.

Results
LUMO energy, eV: 1.09
SMILES: CC=O.C=C.C=N
ΔE to the lowest compared entry with this formula, charge and spin, kcal/mol: 70.9

Last columns: bonded neighbours and bond lengths (Å).
Atoms and positions in Å:
1 O -1.5604 -0.1219 0.4458  C3 1.216
2 N 0.8003 1.3680 0.4336  C6 1.264, H17 1.017
3 C -1.3051 0.8112 -0.2903  O1 1.216, C4 1.511, H11 1.116
4 C -1.9679 2.1632 -0.1704  C3 1.511, H9 1.092, H13 1.094, H18 1.096
5 C 1.0938 -2.6343 0.1761  C7 1.328, H12 1.088, H14 1.087
6 C 1.2380 0.3913 1.1065  N2 1.264, H10 1.092, H15 1.094
7 C 0.7938 -2.1851 -1.0375  C5 1.328, H8 1.088, H16 1.088
8 H -0.1378 -1.6505 -1.2081  C7 1.088
9 H -2.3748 2.2844 0.8361  C4 1.092
10 H 2.2874 0.0928 1.1463  C6 1.092
11 H -0.6701 0.6586 -1.1947  C3 1.116
12 H 2.0199 -3.1630 0.3915  C5 1.088
13 H -1.2916 2.9925 -0.3976  C4 1.094
14 H 0.4031 -2.4868 1.0029  C5 1.087
15 H 0.5136 -0.2107 1.6624  C6 1.094
16 H 1.4515 -2.3388 -1.8905  C7 1.088
17 H 1.5056 1.8383 -0.1278  N2 1.017
18 H -2.7993 2.1910 -0.8841  C4 1.096

***

[3]
The following is a quantum chemistry calculation of a single C5H11NO molecule in a non-equilibrium geometry, from the OMol25 dataset.

Results
LUMO energy, eV: 0.08
SMILES: CCCCCN=O
ΔE to the lowest compared entry with this formula, charge and spin, kcal/mol: 80.1

Last columns: bonded neighbours and bond lengths (Å).
Atoms and positions in Å:
1 O 1.3996 -0.4188 1.5689  N2 1.222
2 N 1.0762 -1.4017 0.9195  O1 1.222, C6 1.458
3 C -0.0506 0.9850 -0.7587  C5 1.674, C7 1.523, H10 1.091, H18 1.092
4 C -1.6765 -0.3196 0.8972  C5 1.510, H11 1.092, H15 1.105, H16 1.093
5 C -0.9477 0.9800 0.6548  C3 1.674, C4 1.510, H12 1.090, H14 1.089
6 C 1.1675 -1.2342 -0.5259  N2 1.458, C7 1.532, H9 1.097, H13 1.093
7 C 1.2534 0.2285 -0.9730  C3 1.523, C6 1.532, H8 1.091, H17 1.092
8 H 1.5235 0.2565 -2.0296  C7 1.091
9 H 2.0813 -1.7755 -0.8016  C6 1.097
10 H -0.7851 0.6262 -1.4816  C3 1.091
11 H -2.2877 -0.2583 1.7998  C4 1.092
12 H -1.6542 1.7972 0.5081  C5 1.090
13 H 0.3169 -1.7670 -0.9591  C6 1.093
14 H -0.3128 1.2650 1.4931  C5 1.089
15 H -0.9597 -1.1443 1.0624  C4 1.105
16 H -2.3103 -0.5851 0.0471  C4 1.093
17 H 2.0521 0.7293 -0.4214  C7 1.092
18 H 0.1142 2.0368 -1.0000  C3 1.092

***

Electronic energy list, top to bottom, in eV: -8899.0553; -8898.6218; -8898.2251